# C27H19Br2N2O6

2 unconnected molecules or ions with the total composition C27H19Br2N2O6 (wB97M-V/def2-TZVPD, OMol25).

Atoms and positions in Å:
C (-0.07245, -6.09549, -3.82798)
O (0.40862, -4.73330, -3.76408)
C (0.13472, -4.03370, -2.63451)
C (-0.56611, -4.58708, -1.53363)
C (-0.87265, -3.78199, -0.45438)
C (-0.45970, -2.41981, -0.39497)
C (-0.80887, -1.55145, 0.68425)
C (-2.07330, -1.49719, 1.28598)
C (-2.30718, -0.67820, 2.45332)
C (-3.54032, -0.54336, 3.01944)
Br (-3.84797, 0.53788, 4.52736)
C (-4.73559, -1.24789, 2.45842)
O (-5.85881, -1.15231, 2.96018)
C (-4.47365, -2.06359, 1.24142)
Br (-5.95826, -2.90177, 0.43987)
C (-3.21658, -2.16854, 0.72097)
C (0.31108, -1.91791, -1.48447)
C (0.57309, -2.68427, -2.59252)
H (0.24357, -6.44144, -4.81011)
H (0.37975, -6.71297, -3.03951)
H (-1.16720, -6.13488, -3.73937)
H (-0.88593, -5.63374, -1.55811)
H (-1.44200, -4.21775, 0.36705)
H (-0.05154, -0.84442, 1.02678)
H (-1.46051, -0.14163, 2.87880)
H (-3.08852, -2.77218, -0.17224)
H (0.64337, -0.87992, -1.43477)
H (1.11467, -2.28699, -3.45055)
C (0.44757, 2.50560, -0.61212)
C (1.77493, 2.15771, -0.93270)
C (2.08363, 1.51416, -2.18465)
C (3.38400, 1.25788, -2.55816)
C (4.44457, 1.62097, -1.69589)
N (5.77923, 1.29989, -2.04894)
O (6.70172, 1.59693, -1.25609)
O (5.99402, 0.72480, -3.14027)
C (4.18774, 2.27051, -0.47136)
C (2.88745, 2.51888, -0.09340)
C (0.02793, 3.05055, 0.63440)
C (0.50170, 2.55046, 1.89240)
C (0.13035, 3.14173, 3.08317)
C (-0.70605, 4.27868, 3.06301)
N (-1.02955, 4.93813, 4.27771)
O (-1.75762, 5.95661, 4.22854)
O (-0.57782, 4.48833, 5.35534)
C (-1.21134, 4.78346, 1.84430)
C (-0.87992, 4.15746, 0.66233)
H (-0.28515, 2.47193, -1.41683)
H (1.26566, 1.24701, -2.85826)
H (3.63470, 0.78290, -3.50557)
H (5.03384, 2.56158, 0.14801)
H (2.71322, 3.03325, 0.85002)
H (1.17499, 1.69209, 1.91714)
H (0.48208, 2.78023, 4.04930)
H (-1.85389, 5.66208, 1.87759)
H (-1.26977, 4.54205, -0.28167)

LUMO energy   0.47 eV
Charge   -1
Gap between HOMO and LUMO   4.2 eV
HOMO energy   -3.701 eV



# C18H17ClFNO4

A single C18H17ClFNO4 molecule (wB97M-V/def2-TZVPD, OMol25).

Atoms and positions in Å:
C (6.33768, -1.25526, 3.66577)
C (5.12696, -1.00780, 4.56083)
O (4.11234, -1.97656, 4.38086)
C (3.29486, -1.91981, 3.30118)
C (2.39140, -2.98063, 3.17817)
C (1.50074, -3.02135, 2.13233)
C (1.46546, -1.99898, 1.18288)
C (0.47794, -2.11238, 0.08158)
O (0.00961, -3.17573, -0.27914)
N (0.14403, -0.93904, -0.53268)
C (-0.92719, -0.90598, -1.49282)
C (-1.95453, 0.14161, -1.11114)
O (-1.77816, 0.97739, -0.26485)
O (-3.06169, 0.01547, -1.84379)
C (-4.11014, 0.95032, -1.61846)
C (-4.18811, 1.99993, -2.69604)
C (-3.37605, 1.95729, -3.82037)
C (-3.45708, 2.92799, -4.80283)
C (-4.37244, 3.95206, -4.64778)
F (-4.46481, 4.90309, -5.59357)
C (-5.20511, 4.02793, -3.54535)
C (-5.10319, 3.04475, -2.57645)
Cl (-6.13929, 3.11987, -1.19914)
C (2.36947, -0.94996, 1.30129)
C (3.27894, -0.90890, 2.34262)
H (6.06675, -1.18596, 2.61508)
H (6.73442, -2.25005, 3.85177)
H (7.10899, -0.52107, 3.88158)
H (4.72895, 0.00340, 4.41269)
H (5.41544, -1.11207, 5.61058)
H (2.41763, -3.76071, 3.92231)
H (0.81020, -3.84399, 2.02669)
H (0.32793, -0.06363, -0.06440)
H (-0.54874, -0.66766, -2.49578)
H (-1.38593, -1.89994, -1.53016)
H (-3.95781, 1.43109, -0.64389)
H (-5.04062, 0.37370, -1.59057)
H (-2.67502, 1.14447, -3.92718)
H (-2.82677, 2.89584, -5.67654)
H (-5.91297, 4.83508, -3.45062)
H (2.39736, -0.16294, 0.56179)
H (3.96851, -0.08087, 2.39355)

LUMO energy   0.64 eV
Gap between HOMO and LUMO   9.3 eV
SMILES string   CCOc1ccc(C(=O)NCC(=O)OCc2ccc(F)cc2Cl)cc1
Energy above the lowest of the compared OMol25 structures with the same formula, charge and spin   0.052 eV
HOMO energy   -8.694 eV



# C43H63BGe2LaN4P2S2Te

A molecular structure, C43H63BGe2LaN4P2S2Te (wB97M-V/def2-TZVPD, OMol25).

Atoms and positions in Å:
La (7.59847, -23.04620, 2.95977)
C (8.14799, -19.63976, -1.37103)
C (8.22026, -20.63134, -0.23883)
C (9.44302, -20.26234, 0.72881)
C (8.36940, -22.13261, -0.62985)
P (6.71329, -20.63486, 0.88772)
C (6.80479, -18.87519, 1.56329)
N (7.32060, -18.96914, 2.95725)
B (7.83191, -20.14568, 3.55979)
N (8.40765, -19.67959, 4.79118)
C (9.18927, -20.48460, 5.79002)
P (8.54577, -22.21138, 5.76204)
C (10.06293, -23.39340, 6.25288)
C (10.82074, -23.65287, 4.90833)
C (10.86432, -22.63565, 7.31278)
C (9.64343, -24.82956, 6.84736)
C (7.23915, -22.27920, 7.19562)
C (6.62421, -23.64961, 7.28855)
C (7.87134, -21.83864, 8.50509)
C (6.19330, -21.24176, 6.72236)
C (8.23062, -18.33119, 4.95156)
C (8.45103, -17.47978, 5.99918)
C (8.03843, -16.16086, 5.85482)
C (7.32933, -15.70638, 4.73186)
C (6.96303, -16.57181, 3.68829)
C (7.43902, -17.88880, 3.82415)
C (5.27464, -20.46458, -0.20210)
C (5.33194, -21.19332, -1.59820)
C (4.01329, -21.10829, 0.52494)
C (4.76488, -18.98437, -0.49417)
H (8.91777, -19.85941, -2.10516)
H (8.33512, -18.56406, -1.09439)
H (7.18796, -19.58255, -1.91173)
H (10.32142, -19.99047, 0.09663)
H (9.78134, -21.08744, 1.38331)
H (9.26899, -19.38295, 1.38331)
H (9.43214, -22.17054, -0.97991)
H (7.70433, -22.46103, -1.46769)
H (8.28982, -22.81100, 0.23613)
H (5.83898, -18.37689, 1.54793)
H (7.45983, -18.29684, 0.85416)
H (9.17265, -19.99373, 6.76274)
H (10.31601, -20.42438, 5.51421)
H (10.82346, -22.76417, 4.29095)
H (10.26845, -24.35413, 4.27167)
H (11.91518, -23.91700, 5.05006)
H (10.84304, -21.50128, 7.22969)
H (11.88652, -22.96196, 7.20861)
H (10.56020, -22.77580, 8.39836)
H (8.81678, -25.28352, 6.28195)
H (9.40184, -24.77803, 7.88038)
H (10.47070, -25.56379, 6.72585)
H (7.26084, -24.31695, 7.95387)
H (6.53990, -24.13158, 6.31996)
H (5.60435, -23.58968, 7.72793)
H (8.43177, -22.63789, 8.91070)
H (7.01733, -21.70633, 9.17022)
H (8.49960, -20.95357, 8.48793)
H (5.68568, -21.68254, 5.86531)
H (6.70975, -20.29067, 6.49545)
H (5.48029, -20.98950, 7.50865)
H (8.89678, -17.84292, 6.97376)
H (8.33026, -15.44804, 6.57062)
H (7.19744, -14.60773, 4.72869)
H (6.41684, -16.19460, 2.79146)
H (5.79467, -22.15853, -1.49411)
H (5.75529, -20.56073, -2.41763)
H (4.32549, -21.32732, -1.85831)
H (4.02806, -22.21587, 0.36581)
H (3.10451, -20.59332, 0.10948)
H (4.04175, -20.96429, 1.58637)
H (5.57710, -18.21046, -0.54684)
H (3.96088, -18.56604, 0.17715)
H (4.31091, -18.93661, -1.53988)
S (4.80373, -23.79046, 3.14053)
C (5.60602, -25.06496, 4.13303)
S (7.27642, -25.81650, 3.98253)
C (4.81279, -25.74762, 5.06158)
C (5.28358, -26.97692, 5.49754)
N (5.67992, -28.01711, 5.91126)
C (3.47756, -25.40636, 5.27354)
N (2.32841, -25.19715, 5.37768)
Te (7.99770, -25.56357, 1.56987)
C (0.01311, -17.89493, 3.84229)
Ge (1.29465, -17.55712, 5.35858)
C (3.23518, -17.46269, 4.89911)
C (0.56624, -15.94221, 6.34823)
Ge (1.44754, -19.55833, 6.69024)
C (0.20485, -21.04111, 6.36213)
C (-1.16540, -20.75242, 6.48654)
C (-2.12816, -21.68168, 6.13932)
C (-1.79657, -22.92683, 5.60485)
C (-0.38721, -23.23556, 5.55431)
C (0.57013, -22.29892, 5.92320)
C (1.30090, -19.01596, 8.58227)
C (2.10421, -18.04439, 9.17227)
C (2.11461, -17.81781, 10.60309)
C (1.36466, -18.56073, 11.43241)
C (0.62613, -19.66476, 10.88431)
C (0.46221, -19.79396, 9.49445)
H (-0.94704, -17.53619, 4.18021)
H (-0.05432, -18.98015, 3.57028)
H (0.27538, -17.34844, 2.93221)
H (3.28733, -16.94733, 3.94331)
H (3.76168, -18.43105, 4.81951)
H (3.70847, -16.82503, 5.70247)
H (-0.43154, -15.75764, 5.92675)
H (1.24627, -15.14216, 6.18099)
H (0.43739, -16.14330, 7.45694)
H (-1.42931, -19.72169, 6.79725)
H (-3.17966, -21.38311, 6.31555)
H (-2.42657, -23.68043, 5.25379)
H (-0.01010, -24.17423, 5.08566)
H (1.62707, -22.49112, 5.86295)
H (2.78808, -17.43208, 8.59902)
H (2.74656, -16.97958, 10.95983)
H (1.43450, -18.43521, 12.47414)
H (0.12325, -20.35742, 11.56446)
H (-0.11040, -20.62360, 9.14174)

LUMO energy (alpha / beta)   3.36 / 3.30 eV
⟨S²⟩   0.756
Charge   -2
Gap between HOMO and LUMO (alpha / beta)   3.6 / 3.5 eV
Energy above the lowest of the compared OMol25 structures with the same formula, charge and spin   2.759 eV
Spin multiplicity   2
HOMO energy (alpha / beta)   -0.228 / -0.228 eV



# C3H9NO3

2 unconnected molecules or ions with the total composition C3H9NO3 (wB97M-V/def2-TZVPD, OMol25).

Atoms and positions in Å:
C (-1.57299, -1.53275, 1.40096)
N (-0.67629, -1.91642, 0.62483)
O (0.31728, -0.77954, 0.06290)
C (1.33572, -1.45398, -0.67911)
H (-1.90172, -0.49150, 1.49216)
H (-2.20263, -2.27504, 1.88236)
H (1.12321, -2.51789, -0.76274)
H (1.38379, -1.03034, -1.68214)
H (2.29470, -1.34249, -0.15853)
O (0.11175, 2.28349, -1.54516)
C (0.35472, 2.00073, -0.21481)
O (-0.79070, 1.80536, 0.52860)
H (-0.70458, 2.77905, -1.63643)
H (0.95585, 2.79842, 0.23680)
H (0.84914, 0.84017, -0.14138)
H (-0.87724, 0.83270, 0.59169)

LUMO energy   0.76 eV
Gap between HOMO and LUMO   10.4 eV
SMILES string   C=NOC.OCO
Energy above the lowest of the compared OMol25 structures with the same formula, charge and spin   5.263 eV
HOMO energy   -9.677 eV



no.,calculated total energy (eV),strongest force on any atom (eV Å⁻¹)
1,-183652.531,2.5
2,-43862.731,0.6
3,-213681.212,5.2
4,-10885.318,4.3